Entry 1:
Formula: C27H44N3P3PbSe
Source: OMol25
Level of theory: ωB97M-V/def2-TZVPD

Highest occupied orbital energy (spin up / spin down) in eV: -17.5 / -17.5
Energy relative to the best compared isomer or geometry (same formula, charge and spin) in kcal/mol: 5.2
Charge: +4
Gap between HOMO and LUMO (spin up / spin down) in eV: 2.90 / 3.65

```
79
Properties=species:S:1:pos:R:3:forces:R:3:lowdin_charge:R:1
Pb 0.825 -1.763 1.112 1.27 0.82 0.48 1.26
P 1.509 0.600 -3.087 -0.07 0.41 -0.95 0.89
P -1.762 1.600 0.594 -1.56 2.04 0.81 0.83
P -2.322 -0.596 -1.459 -1.69 -0.34 -1.22 0.77
H 0.618 -8.163 -0.176 0.29 -0.42 -0.36 0.07
C 0.512 -8.154 -1.267 0.67 -0.04 -0.31 -0.08
C 1.172 -7.229 -1.986 -0.50 -0.84 0.03 -0.09
H 1.978 -6.622 -1.561 -0.49 0.06 0.09 0.06
C 3.260 0.783 -2.745 0.37 -0.11 0.26 -0.19
C 0.700 2.153 -2.691 -0.33 0.27 0.32 -0.19
C 1.290 0.190 -4.830 -0.12 -0.31 0.05 -0.18
C -2.901 1.316 2.024 0.18 -0.88 -0.31 -0.26
C -0.639 2.838 1.353 0.96 -0.40 -0.06 -0.27
C -2.765 2.760 -0.429 0.18 -0.62 -0.49 -0.25
C -2.030 -2.207 -2.289 0.73 -0.20 0.36 -0.24
C -2.506 0.427 -2.978 0.54 0.53 0.24 -0.24
C -4.104 -0.823 -1.048 0.22 0.27 0.65 -0.24
H -0.086 -8.975 -1.709 0.08 0.93 0.18 0.09
H 0.931 -7.063 -3.034 0.47 -0.39 0.00 0.07
H 3.721 -0.132 -2.348 -0.13 0.18 -0.26 0.07
H 3.450 1.608 -2.043 -0.17 -0.24 -0.26 0.07
H 3.730 1.021 -3.711 0.00 -0.04 0.26 0.09
H 0.948 2.468 -1.668 0.08 -0.12 -0.22 0.05
H -0.394 2.129 -2.782 0.38 -0.15 -0.13 0.03
H 1.082 2.914 -3.383 0.00 -0.14 0.09 0.10
H 1.830 -0.747 -5.033 -0.11 0.22 -0.01 0.08
H 1.694 0.977 -5.481 -0.06 -0.09 0.28 0.09
H 0.228 0.039 -5.066 0.27 0.07 0.04 0.06
H -3.358 2.255 2.371 0.27 -0.16 -0.25 0.09
H -2.317 0.865 2.839 -0.31 0.12 -0.09 0.04
H -3.692 0.617 1.721 0.09 0.21 0.26 0.03
H -1.028 3.862 1.439 -0.39 -0.44 -0.25 0.08
H 0.268 2.875 0.735 0.04 0.15 0.38 0.03
H -0.392 2.486 2.363 -0.04 0.24 -0.45 0.03
H -3.078 3.632 0.165 0.12 -0.39 -0.09 0.08
H -3.644 2.231 -0.820 0.15 0.39 0.01 0.04
H -2.126 3.097 -1.259 -0.38 0.08 0.15 0.04
H -2.877 -2.439 -2.949 0.16 0.20 0.13 0.09
H -1.920 -3.014 -1.558 -0.11 0.13 -0.29 0.01
H -1.110 -2.150 -2.881 -0.16 -0.12 -0.02 0.05
H -3.299 0.013 -3.613 0.15 -0.04 0.20 0.09
H -1.563 0.423 -3.537 -0.28 -0.02 0.01 0.01
H -2.759 1.461 -2.726 0.00 -0.20 -0.17 0.03
H -4.629 -1.111 -1.967 0.13 0.09 0.16 0.08
H -4.531 0.107 -0.660 -0.06 -0.19 -0.09 0.05
H -4.231 -1.604 -0.291 -0.05 0.15 -0.20 0.03
C -1.913 -3.791 0.854 0.25 1.37 0.34 -0.59
C -0.858 -4.360 0.133 0.16 -0.92 -0.50 -0.20
C -0.973 -5.672 -0.284 0.97 1.44 0.04 -0.02
C -2.103 -6.449 -0.026 -0.59 -0.19 0.45 0.06
C -3.156 -5.901 0.728 -0.05 0.66 0.28 0.03
C -3.056 -4.568 1.140 -0.74 -0.50 0.22 -0.05
Se -1.863 -1.940 1.379 -0.43 -1.40 0.08 0.67
H 0.888 -0.462 -2.383 0.29 0.34 0.08 0.02
H 0.019 -3.798 -0.218 -0.36 -0.32 0.19 0.02
H -0.131 -6.070 -0.830 -0.29 -0.24 -0.11 0.05
H -2.140 -7.474 -0.403 -0.04 0.26 0.14 0.14
H -4.036 -6.493 1.006 0.36 0.28 -0.23 0.15
H -3.855 -4.084 1.700 0.02 -0.33 -0.04 0.13
N 3.918 8.245 5.976 -0.69 -2.35 -1.36 0.22
C 3.639 7.260 5.406 0.57 2.19 1.17 -0.14
C 3.317 6.044 4.703 -0.07 -0.54 -0.22 -0.19
C 4.066 4.887 4.946 0.26 -0.52 -0.07 0.02
C 3.811 3.708 4.243 -0.15 -0.02 0.04 0.01
C 2.760 3.661 3.333 0.51 1.23 0.48 -0.22
C 1.969 4.791 3.105 0.09 0.17 0.09 0.01
C 2.269 5.994 3.772 -0.24 -0.35 -0.16 0.02
N 2.644 2.487 2.521 -0.08 -1.55 -0.57 0.00
C 3.512 2.127 1.483 -0.63 0.47 0.09 0.01
C 3.054 0.959 0.965 -0.64 -0.17 0.56 -0.15
N 1.972 0.529 1.744 -0.86 -0.39 -0.43 -0.12
C 1.756 1.477 2.657 0.70 0.11 -0.24 -0.16
H 4.885 4.888 5.663 -0.21 0.17 -0.11 0.14
H 4.398 2.795 4.377 0.02 0.48 0.18 0.14
H 1.135 4.722 2.402 0.36 0.27 0.16 0.10
H 1.704 6.906 3.568 0.08 -0.41 0.07 0.14
H 4.343 2.749 1.194 -0.03 0.11 0.06 0.15
H 3.356 0.411 0.084 0.33 -0.02 0.35 0.08
H 0.981 1.463 3.411 0.33 -0.03 0.04 0.15
```
Forces are in eV/Å.



Entry 2:
Formula: C33H30N6O3Re
Source: OMol25
Level of theory: ωB97M-V/def2-TZVPD

Highest occupied orbital energy (spin up / spin down) in eV: -13.1 / -13.4
2S+1: 4
Charge: +2
Gap between HOMO and LUMO (spin up / spin down) in eV: 7.61 / 6.88
Expectation value of S²: 3.77

```
73
Properties=species:S:1:pos:R:3:forces:R:3:mulliken_spin:R:1
Re 0.137 0.248 -0.093 0.00 -0.36 0.41 2.20
C 0.586 -1.552 -2.695 -0.01 0.03 -0.05 0.02
N -0.351 -0.516 -2.180 0.02 -0.03 0.06 -0.02
C -0.387 0.610 -3.151 -0.01 -0.02 -0.03 0.03
C 0.399 1.799 -2.688 0.02 -0.01 0.06 0.03
C 0.735 2.806 -3.572 0.03 0.02 -0.04 0.00
C 1.363 3.944 -3.097 0.00 0.02 -0.02 0.01
C 1.627 4.044 -1.739 0.02 0.02 0.01 -0.01
C 1.281 2.998 -0.915 0.00 -0.09 -0.11 0.02
N 0.692 1.875 -1.378 0.03 0.25 -0.02 0.01
C -1.721 -1.079 -2.014 0.02 -0.02 -0.07 0.09
C -2.577 -0.069 -1.303 0.08 0.00 0.06 -0.01
C -3.945 0.006 -1.442 -0.04 0.00 -0.03 -0.01
C -4.639 0.970 -0.725 -0.03 0.01 -0.01 0.01
C -3.940 1.851 0.086 -0.02 0.03 0.01 -0.01
C -2.570 1.722 0.181 0.01 -0.09 -0.10 0.01
N -1.904 0.768 -0.492 -0.31 0.20 0.02 -0.01
C 0.871 -2.599 -1.660 -0.01 0.08 0.01 0.02
C 1.229 -3.896 -1.983 0.03 -0.04 0.00 0.00
C 1.524 -4.767 -0.946 0.01 -0.02 0.00 0.00
C 1.441 -4.314 0.363 0.01 -0.01 0.00 0.00
C 1.060 -3.005 0.592 0.02 0.08 -0.09 0.01
N 0.784 -2.165 -0.409 0.02 -0.26 -0.01 0.12
H 1.513 -1.039 -2.967 0.01 0.00 0.02 0.01
H 0.173 -1.999 -3.604 0.00 0.02 -0.02 0.00
H -1.423 0.922 -3.301 0.00 0.02 0.03 0.00
H -0.019 0.276 -4.122 -0.04 -0.01 -0.02 0.00
H 0.498 2.697 -4.622 0.00 0.00 0.01 0.00
H 1.633 4.743 -3.774 0.00 0.00 0.01 0.00
H 2.099 4.919 -1.316 0.00 0.00 -0.01 0.00
H 1.479 3.042 0.143 0.00 -0.01 0.03 0.00
H -1.649 -1.994 -1.423 0.02 0.02 0.04 -0.01
H -2.150 -1.328 -2.988 0.01 -0.04 0.00 0.00
H -4.460 -0.683 -2.099 0.00 0.01 0.00 0.00
H -5.715 1.040 -0.808 0.00 0.00 0.00 0.00
H -4.443 2.626 0.645 -0.01 -0.01 0.00 0.00
H -1.981 2.369 0.816 0.01 0.01 0.00 0.00
H 1.279 -4.215 -3.016 -0.01 0.00 0.01 0.00
H 1.812 -5.788 -1.157 -0.01 0.00 0.01 0.00
H 1.658 -4.967 1.197 0.01 0.00 0.00 0.00
H 0.968 -2.606 1.593 -0.02 0.00 0.01 0.00
C 4.501 -1.092 -0.767 0.09 0.03 0.12 0.00
O 4.760 0.313 -0.700 -0.21 0.07 -0.16 0.00
C 4.244 1.049 0.315 0.17 -0.06 0.02 -0.01
C 5.070 2.014 0.865 0.03 0.06 0.13 0.01
C 4.654 2.836 1.914 0.05 -0.03 -0.07 0.02
C 3.390 2.689 2.430 -0.01 -0.04 -0.02 0.00
C 2.508 1.761 1.849 -0.08 0.10 0.10 0.03
C 1.199 1.609 2.408 0.03 -0.07 0.22 0.02
N 0.221 0.990 1.831 -0.07 0.23 -0.16 -0.03
N -0.898 0.704 2.632 0.23 0.10 -0.28 0.03
C -1.446 -0.376 2.167 -0.28 -0.27 0.09 0.01
O -0.955 -1.004 1.114 0.18 0.16 0.10 0.11
C -2.661 -0.928 2.794 0.05 0.02 -0.11 0.00
C -3.103 -2.200 2.437 -0.01 0.00 -0.02 0.00
C -4.260 -2.712 3.002 0.02 0.02 0.01 0.00
C -4.982 -1.951 3.912 0.00 0.00 -0.01 0.00
C -4.542 -0.682 4.268 0.02 0.01 0.00 0.00
C -3.382 -0.169 3.714 0.03 -0.01 0.06 0.00
C 2.921 0.948 0.773 -0.18 -0.18 -0.19 0.09
O 2.084 0.078 0.192 0.12 0.06 0.02 0.22
H 5.287 -1.500 -1.397 0.00 -0.02 0.01 0.00
H 3.527 -1.301 -1.203 -0.05 0.00 -0.02 -0.01
H 4.560 -1.546 0.223 -0.01 0.01 0.02 0.00
H 6.073 2.095 0.464 0.00 0.00 0.01 0.00
H 5.336 3.563 2.332 0.01 -0.01 0.00 0.00
H 3.058 3.282 3.273 -0.01 0.00 -0.01 0.00
H 1.002 1.968 3.416 0.03 0.00 -0.01 -0.01
H -2.529 -2.786 1.732 -0.02 0.00 0.00 0.00
H -4.597 -3.706 2.740 0.00 0.01 -0.01 0.00
H -5.887 -2.350 4.350 0.01 0.00 0.01 0.00
H -5.102 -0.097 4.986 0.00 0.00 -0.01 0.00
H -3.022 0.812 3.996 -0.02 0.00 -0.01 0.00
```
Forces are in eV/Å.



Entry 3:
Formula: C5H13F7N4O2P
Source: OMol25
Level of theory: ωB97M-V/def2-TZVPD

Highest occupied orbital energy in eV: -6.3
Charge: -1
Gap between HOMO and LUMO in eV: 9.39

```
32
Properties=species:S:1:pos:R:3:forces:R:3:lowdin_charge:R:1
C 0.568 -1.075 -2.930 -0.36 -0.04 -0.58 -0.03
C -0.742 -0.614 -2.349 1.00 0.03 -0.17 -0.39
F -0.916 0.694 -2.761 -0.34 0.69 -0.19 0.01
N -0.830 -0.582 -0.898 -0.05 -0.80 -0.60 0.02
C -0.280 -1.776 -0.230 0.16 -0.03 0.28 -0.11
C 0.998 -1.438 0.525 -0.19 1.53 1.38 -0.65
N 0.517 -0.722 1.752 -0.02 -0.30 -0.42 0.07
N 1.894 -0.569 -0.224 0.17 -0.91 -0.53 0.09
N 1.687 -2.636 0.976 -0.01 0.09 -0.37 0.08
C -2.237 -0.536 -0.591 1.68 1.76 0.58 -0.64
O -2.996 -1.378 -0.840 -2.43 -3.24 -0.91 0.16
O -2.606 0.550 0.022 0.22 1.73 0.18 0.18
H 0.457 -1.003 -4.008 -0.10 0.02 -0.23 0.08
H 1.390 -0.441 -2.649 0.23 -0.01 0.40 0.07
H 0.750 -2.119 -2.718 0.29 -0.19 0.26 0.07
H -1.550 -1.170 -2.820 -0.33 -0.22 0.24 0.15
H -0.975 -2.062 0.547 -0.26 -0.16 0.16 0.12
H -0.187 -2.649 -0.864 0.23 -0.01 -0.39 0.12
H 1.344 -0.347 2.204 -0.02 0.10 0.17 0.07
H -0.008 0.113 1.488 0.00 -0.08 0.09 0.04
H 2.854 -0.697 0.060 0.03 0.12 0.09 0.07
H 1.606 0.391 -0.122 0.03 0.21 0.06 0.07
H 1.033 -3.073 1.618 -0.04 -0.22 -0.03 0.07
H 2.417 -2.297 1.596 0.20 -0.14 -0.02 0.06
H -1.900 1.202 -0.149 -0.05 0.23 0.64 0.12
F 0.717 3.918 3.095 0.48 -0.86 0.47 -0.21
P -0.329 3.469 1.914 -0.08 0.54 0.34 0.33
F -1.502 3.780 3.014 0.37 0.45 0.74 -0.20
F 0.528 4.647 1.165 -0.61 0.56 -0.56 -0.20
F -0.252 1.973 2.594 -0.83 -0.24 0.62 -0.21
F 0.124 2.517 0.634 0.72 0.13 -0.79 -0.22
F -1.574 3.930 0.949 -0.10 -0.75 -0.88 -0.20
```
Forces are in eV/Å.



Entry 4:
Formula: C4H7F3NO
Source: OMol25
Level of theory: ωB97M-V/def2-TZVPD

Highest occupied orbital energy in eV: -15.4
Energy relative to the best compared isomer or geometry (same formula, charge and spin) in kcal/mol: 33.3
Charge: +1
Gap between HOMO and LUMO in eV: 9.17

```
16
Properties=species:S:1:pos:R:3:forces:R:3:lowdin_charge:R:1
C 0.971 -0.423 -0.171 0.27 1.38 -0.22 -0.12
C 1.870 0.108 0.520 -2.62 0.89 0.88 0.11
C 1.009 -1.299 -1.299 -2.17 -0.84 -2.49 -0.05
C 2.387 0.921 1.498 3.44 0.37 0.16 0.00
N -3.640 0.360 -0.260 2.39 0.00 0.92 -0.29
O -4.231 0.706 -1.150 -0.51 0.32 -1.10 0.31
F -3.695 -0.970 0.116 0.15 1.05 0.40 0.15
F -3.577 1.181 0.862 -0.15 -1.20 -0.35 0.14
F -1.853 0.414 -0.529 -1.62 -0.20 0.20 -0.22
H 0.010 0.234 -0.034 1.04 -0.68 0.03 0.19
H 1.750 -2.093 -1.264 -0.12 0.09 0.00 0.10
H -0.047 -1.657 -1.319 0.94 -0.57 -0.55 0.10
H 1.100 -0.657 -2.236 0.10 -0.88 1.14 0.14
H 2.825 1.834 1.067 -0.56 0.08 0.45 0.13
H 3.311 0.355 1.793 -0.20 0.16 0.28 0.16
H 1.811 0.985 2.406 -0.38 0.03 0.25 0.13
```
Forces are in eV/Å.



Entry 5:
Formula: C22H25NO6
Source: OMol25
Level of theory: ωB97M-V/def2-TZVPD

Highest occupied orbital energy in eV: -8.1
Energy relative to the best compared isomer or geometry (same formula, charge and spin) in kcal/mol: 55.9
SMILES: Cc1cc(C(=O)COC(=O)[C@H]2COc3ccccc3O2)c(C)n1C[C@@H]1CCCO1
Gap between HOMO and LUMO in eV: 8.74

```
54
Properties=species:S:1:pos:R:3:forces:R:3:lowdin_charge:R:1
C 0.608 2.970 0.065 0.08 -0.16 0.01 -0.02
C 0.387 1.558 -0.352 -0.41 0.35 -0.07 -0.29
C -0.737 0.995 -0.876 0.22 -0.04 0.01 0.03
C -0.477 -0.393 -1.064 0.90 0.25 0.20 -0.10
C -1.377 -1.387 -1.597 -0.48 -0.10 0.05 -0.32
O -1.047 -2.464 -2.052 -0.13 -0.02 -0.06 0.09
C -2.862 -1.000 -1.546 -0.01 -0.24 -0.54 -0.04
O -3.165 -0.581 -0.219 0.15 -0.27 0.01 0.02
C -3.904 0.498 -0.035 -0.30 0.68 0.28 -0.44
O -4.422 1.152 -0.903 -0.01 -0.05 -0.06 0.13
C -4.009 0.841 1.458 -0.40 -0.34 -0.11 -0.17
C -4.683 -0.295 2.245 -0.12 0.55 0.04 -0.10
O -3.921 -1.473 2.212 0.33 -0.29 0.03 -0.01
C -2.576 -1.277 2.390 0.07 0.13 0.19 -0.20
C -1.772 -2.379 2.645 -0.18 0.17 -0.06 0.01
C -0.417 -2.218 2.856 0.03 -0.08 0.02 -0.09
C 0.146 -0.951 2.827 0.06 0.04 0.00 -0.10
C -0.642 0.148 2.548 -0.28 0.00 -0.02 0.00
C -2.000 -0.008 2.308 0.12 -0.24 0.15 -0.19
O -2.735 1.111 2.002 0.20 -0.01 0.04 0.03
C 0.827 -0.616 -0.628 -0.56 -0.43 -0.23 -0.20
C 1.548 -1.906 -0.507 0.10 -0.12 -0.01 0.02
N 1.332 0.564 -0.197 -0.25 -0.02 -0.05 -0.01
C 2.667 0.781 0.288 0.70 0.01 -0.18 -0.06
C 3.737 0.937 -0.822 -0.14 0.36 0.35 -0.28
C 3.232 1.559 -2.140 0.11 -0.06 0.04 -0.11
C 3.217 0.376 -3.108 0.16 -0.13 0.17 -0.14
C 4.354 -0.476 -2.552 0.02 0.04 -0.37 -0.19
O 4.259 -0.345 -1.147 -0.06 -0.04 0.18 -0.13
H -0.269 3.554 -0.200 -0.02 0.05 0.00 0.09
H 0.746 3.043 1.145 0.03 0.10 0.08 0.08
H 1.479 3.415 -0.417 0.05 0.10 -0.01 0.07
H -1.635 1.524 -1.129 -0.21 0.19 -0.02 0.12
H -3.470 -1.877 -1.786 0.13 0.14 0.03 0.14
H -3.088 -0.192 -2.251 0.06 -0.12 0.08 0.14
H -4.586 1.767 1.550 0.07 -0.25 -0.10 0.17
H -4.807 0.044 3.285 -0.01 -0.03 -0.15 0.15
H -5.659 -0.539 1.823 0.07 0.07 0.05 0.15
H -2.235 -3.352 2.675 -0.08 -0.13 0.01 0.12
H 0.198 -3.082 3.055 0.05 -0.08 0.02 0.10
H 1.200 -0.819 3.018 0.11 0.01 0.01 0.10
H -0.230 1.143 2.507 0.07 0.16 -0.04 0.11
H 1.488 -2.263 0.522 0.03 -0.07 0.07 0.08
H 2.596 -1.802 -0.773 0.05 -0.05 0.01 0.07
H 1.075 -2.640 -1.152 0.01 -0.01 0.03 0.08
H 2.971 -0.068 0.906 -0.04 0.11 0.06 0.13
H 2.666 1.680 0.906 -0.02 -0.09 0.01 0.13
H 4.554 1.541 -0.398 -0.12 -0.08 -0.05 0.15
H 3.932 2.321 -2.482 -0.02 0.02 0.01 0.12
H 2.249 2.010 -2.038 -0.02 0.08 0.00 0.10
H 2.273 -0.165 -3.035 -0.02 -0.02 -0.03 0.11
H 3.383 0.671 -4.141 -0.04 0.01 -0.07 0.11
H 5.327 -0.098 -2.898 -0.06 -0.07 -0.01 0.12
H 4.275 -1.536 -2.795 0.03 0.04 -0.01 0.12
```
Forces are in eV/Å.



Entry 6:
Formula: C5H8N2O
Source: OMol25
Level of theory: ωB97M-V/def2-TZVPD

Highest occupied orbital energy (spin up / spin down) in eV: -6.9 / -9.7
2S+1: 3
Energy relative to the best compared isomer or geometry (same formula, charge and spin) in kcal/mol: 0.0
Gap between HOMO and LUMO (spin up / spin down) in eV: 7.82 / 9.65
Expectation value of S²: 2.03

```
16
Properties=species:S:1:pos:R:3:forces:R:3:mulliken_spin:R:1
C 0.358 -0.043 -0.560 -1.54 -1.27 1.88 0.52
C 1.479 -0.987 -0.277 -1.15 -0.66 -2.58 -0.15
C -0.812 -0.533 -0.008 -0.17 -0.93 0.80 -0.10
C -0.459 -1.733 0.671 1.80 0.44 0.50 0.55
C -2.200 0.097 0.006 -0.99 -1.71 -1.45 0.01
N 2.819 0.795 -0.412 -2.91 -0.44 0.80 0.23
N 2.819 -0.540 -0.178 0.70 0.89 1.06 0.68
O 0.929 -1.841 0.728 0.36 -0.08 -0.66 0.09
H 0.265 0.706 -1.249 0.51 1.85 -1.64 0.03
H 1.598 -1.561 -1.259 -0.55 -0.39 0.83 0.11
H -2.699 -0.201 0.922 -0.05 -0.01 0.20 0.00
H -2.186 1.179 -0.001 0.18 0.17 -0.29 0.00
H -2.919 -0.308 -0.841 1.63 0.93 1.43 0.00
H 3.662 1.245 -0.261 2.02 0.66 0.39 0.00
H 2.007 1.267 0.067 1.13 -0.28 -0.88 0.03
H -0.802 -2.536 1.329 -0.98 0.82 -0.41 0.01
```
Forces are in eV/Å.